Entry 1:
Here is a structure of composition C44H57B2F4N7O7PbS2Si from the OMol25 dataset. Energies are from ωB97M-V/def2-TZVPD.

Calculated values
HOMO-LUMO gap ... 7.87 eV
HOMO ... -12.9 eV

```
! RIJCOSX wB97M-V def2-TZVPD def2/J DEFGRID3
* xyz 2 1
Pb 0.4053 -2.8720 0.7079
C -3.7338 0.8948 0.6879
C -2.3994 0.3153 1.0337
N -2.0909 -0.9147 0.8843
O -3.0686 -1.6598 0.3124
B -3.4216 -2.9412 1.0242
F -3.2742 -2.7218 2.3986
F -4.6809 -3.2533 0.6169
O -2.5430 -4.1057 0.6213
N -1.4144 -4.1706 1.3811
C -1.4476 -4.8603 2.4568
C -2.6174 -5.6704 2.8878
C -0.2692 -4.6929 3.3634
N 0.3920 -3.6279 3.1190
O 1.4628 -3.3656 3.9034
B 1.5120 -1.9131 4.2842
F 2.8147 -1.5801 4.5138
F 0.6550 -1.6628 5.3429
O 0.9930 -1.1119 3.1010
N -0.2239 0.7858 2.3539
C -1.2640 1.2768 1.3805
C -1.7199 2.6372 1.8782
C 0.0211 -5.5993 4.5083
H -4.4649 0.0948 0.6255
H -3.6920 1.3979 -0.2834
H -4.0535 1.6283 1.4259
H -3.4015 -5.6350 2.1392
H -3.0029 -5.2799 3.8319
H -2.3113 -6.7040 3.0583
H -0.8508 3.2363 2.1560
H -2.3720 2.5287 2.7457
H -2.2651 3.1566 1.0980
H -0.8296 -6.2283 4.7530
H 0.3087 -5.0075 5.3759
H 0.8680 -6.2475 4.2675
N 0.6113 -6.4077 -2.2796
C -0.3969 -5.7939 -3.0101
C -1.0729 -6.1609 -4.1691
C -2.0566 -5.2958 -4.6012
C -2.3660 -4.1141 -3.9042
C -1.6910 -3.7538 -2.7581
C -0.6824 -4.6123 -2.3218
N 0.1489 -4.5235 -1.2148
C 0.8848 -5.6098 -1.2207
C 1.8470 -5.8835 -0.1568
C 2.6469 -6.9667 0.0334
S 3.5446 -6.7806 1.4755
C 2.8072 -5.2719 1.7447
N 1.9506 -4.9245 0.8251
H 1.0300 -7.2997 -2.4810
H -0.8539 -7.0769 -4.7005
H -2.6191 -5.5415 -5.4915
H -3.1707 -3.4899 -4.2686
H -1.9602 -2.8720 -2.1889
H 2.7457 -7.8518 -0.5736
H 3.0249 -4.6588 2.6107
C -1.0695 0.9026 -4.2842
C -0.1984 2.1420 -4.1879
C -0.4706 3.1221 -5.3120
C 1.2719 1.7893 -4.0908
O -0.6092 2.8123 -2.9484
Si -0.7093 3.5873 -1.6058
S -0.2991 1.4422 -0.2117
O 0.3362 4.6056 -1.0459
C 1.6801 5.1847 -0.9434
C 2.2715 4.6693 0.3553
C 2.4913 4.7449 -2.1455
C 1.4771 6.6875 -0.9114
O -2.2037 3.7617 -1.0781
C -3.0138 5.0133 -1.1508
C -2.6177 5.9198 -0.0010
C -2.7332 5.6589 -2.4980
C -4.4510 4.5494 -1.0402
H -0.8605 0.3759 -5.2155
H -2.1241 1.1759 -4.2712
H -0.8704 0.2225 -3.4538
H -0.1675 2.6829 -6.2627
H 0.0971 4.0421 -5.1678
H -1.5321 3.3612 -5.3683
H 1.5396 1.1283 -4.9151
H 1.4747 1.2627 -3.1587
H 1.9014 2.6758 -4.1500
H 2.3413 3.5808 0.3377
H 1.6635 4.9787 1.2063
H 3.2752 5.0761 0.4846
H 2.6981 3.6742 -2.1024
H 3.4456 5.2717 -2.1577
H 1.9676 4.9791 -3.0736
H 0.8200 6.9687 -0.0889
H 1.0474 7.0417 -1.8488
H 2.4362 7.1849 -0.7676
H -1.5644 6.1942 -0.0589
H -2.8117 5.4471 0.9616
H -3.2108 6.8337 -0.0445
H -1.6808 5.9541 -2.5804
H -3.3239 6.5671 -2.6163
H -2.9884 4.9805 -3.3134
H -4.6401 4.1024 -0.0636
H -4.6797 3.8178 -1.8147
H -5.1228 5.3995 -1.1594
C 5.9745 -1.0625 1.0864
C 5.0560 -1.8313 0.3826
C 3.8622 -1.2713 -0.0369
C 3.5549 0.0565 0.2726
C 4.5000 0.8299 0.9399
C 5.7025 0.2711 1.3479
C 2.2495 0.5648 -0.1760
C 1.2668 1.1004 0.5555
C 1.1080 1.2655 1.9963
C 1.9582 1.6911 2.9300
C 1.6092 1.7727 4.3353
C 0.4180 1.3633 4.7635
C -0.5234 0.6960 3.8584
C -0.2109 -0.5614 3.1405
H 6.9116 -1.4960 1.4083
H 5.2813 -2.8630 0.1441
H 3.1546 -1.8673 -0.6047
H 4.3244 1.8877 1.0861
H 6.4328 0.8812 1.8620
H 2.0129 0.3672 -1.2179
H 2.9321 2.0310 2.6232
H 2.3182 2.2196 5.0170
H 0.0975 1.4849 5.7887
H -1.5822 0.8212 4.0551
H -1.0843 -1.1614 2.9020
*
```

---

Entry 2:
Here is an isolated molecule of C27H42N4O5 from the OMol25 dataset. Energies are from ωB97M-V/def2-TZVPD.

Calculated values
HOMO-LUMO gap ... 8.65 eV
HOMO ... -8.2 eV

```
! RIJCOSX wB97M-V def2-TZVPD def2/J DEFGRID3
* xyz 0 1
C -2.8670 -7.9944 0.7563
C -2.4571 -6.8548 -0.1265
C -2.7082 -5.5398 0.2481
C -2.3542 -4.4886 -0.5730
C -1.7356 -4.7303 -1.7978
N -1.4132 -3.6199 -2.5868
C -0.7189 -3.5764 -3.7443
O -0.2471 -4.5198 -4.3400
C -0.5628 -2.1201 -4.2510
C -0.0408 -2.0974 -5.6778
N 0.3438 -1.3890 -3.3783
C -0.0504 -0.7970 -2.2355
O -1.1944 -0.8986 -1.8213
C 1.0483 -0.0021 -1.5404
C 0.6568 0.3762 -0.1082
C -0.4336 1.4513 -0.0846
N -0.0148 2.6020 -0.8515
C 0.3291 3.8270 -0.4092
O 0.7455 4.6886 -1.1649
C 0.1944 4.1016 1.1028
C 0.2459 5.6129 1.3556
C -0.4456 6.0745 2.6416
C -0.4682 7.6021 2.6781
C 0.2362 5.5318 3.8954
N 1.2723 3.4017 1.7730
C 1.0908 2.4580 2.7232
O 0.0080 2.0217 3.0444
O 2.2839 2.0789 3.2118
C 2.3624 1.0715 4.2501
C 1.8049 -0.2578 3.7414
C 3.8596 0.9512 4.5366
C 1.6150 1.5389 5.4985
C 0.2229 2.2701 -2.2420
C 1.3722 1.2679 -2.3428
C -1.4778 -6.0415 -2.1823
C -1.8387 -7.0838 -1.3488
H -2.2259 -8.8584 0.5978
H -2.8229 -7.7083 1.8048
H -3.8926 -8.2900 0.5314
H -3.1869 -5.3368 1.1954
H -2.5523 -3.4698 -0.2707
H -1.6852 -2.7219 -2.1874
H -1.5403 -1.6267 -4.1850
H 0.1272 -1.0753 -6.0090
H -0.7628 -2.5697 -6.3373
H 0.8873 -2.6610 -5.7408
H 1.3139 -1.3740 -3.6508
H 1.9391 -0.6413 -1.5090
H 0.2907 -0.5045 0.4203
H 1.5407 0.7499 0.4132
H -0.6587 1.7121 0.9461
H -1.3388 1.0447 -0.5453
H -0.7448 3.6947 1.4871
H -0.2310 6.1012 0.5039
H 1.2894 5.9351 1.3615
H -1.4802 5.7135 2.6270
H -0.9923 7.9553 3.5631
H 0.5460 7.9953 2.7007
H -0.9705 8.0012 1.8001
H 1.2980 5.7713 3.8876
H -0.2069 5.9766 4.7840
H 0.1199 4.4551 3.9686
H 2.2106 3.7329 1.6124
H 2.3332 -0.5669 2.8419
H 1.9303 -1.0216 4.5034
H 0.7476 -0.1570 3.5129
H 4.3904 0.6597 3.6341
H 4.0308 0.2045 5.3059
H 4.2523 1.9064 4.8746
H 1.7698 0.8282 6.3052
H 1.9829 2.5142 5.8106
H 0.5508 1.6139 5.2930
H 0.4690 3.1923 -2.7708
H -0.6916 1.8405 -2.6632
H 1.5583 1.0292 -3.3914
H 2.2740 1.7273 -1.9325
H -0.9971 -6.2374 -3.1259
H -1.6340 -8.0985 -1.6585
*
```

---

Entry 3:
Here is a cluster of 8 separate species, C36H85N3O8 in total from the OMol25 dataset. Energies are from ωB97M-V/def2-TZVPD.

Calculated values
HOMO-LUMO gap ... 8.68 eV
HOMO ... -8.4 eV

```
! RIJCOSX wB97M-V def2-TZVPD def2/J DEFGRID3
* xyz 0 1
C 5.0655 -4.1103 0.5554
C 4.8194 -5.6732 0.3765
C 4.4733 -6.3809 1.6990
C 3.6478 -5.9187 -0.5947
C 3.9369 -5.5070 -2.0521
C 5.1694 -6.2987 -2.5281
C 6.4191 -6.0925 -1.6538
C 7.4277 -7.2098 -2.0826
C 7.0925 -4.7458 -1.9395
N 6.0575 -6.3141 -0.1945
O 7.1445 -6.1265 0.6850
H 4.8023 -3.5574 -0.3463
H 4.3772 -3.6711 1.2776
H 6.0822 -3.7463 0.7032
H 4.5988 -7.4625 1.6490
H 5.2513 -6.1556 2.4284
H 3.5151 -6.1073 2.1407
H 3.4369 -6.9879 -0.5742
H 2.8025 -5.3499 -0.2074
H 3.0185 -5.7738 -2.5750
H 4.0070 -4.4309 -2.2112
H 5.3439 -5.9012 -3.5279
H 5.0062 -7.3746 -2.5898
H 8.3757 -7.1682 -1.5462
H 7.8462 -7.0636 -3.0784
H 6.9819 -8.2042 -2.0608
H 6.3615 -3.9531 -2.0988
H 7.5398 -4.7929 -2.9323
H 7.7529 -4.3920 -1.1478
H 7.4914 -5.2645 0.4439
C -2.5153 7.3679 -0.5374
C -2.6616 5.8815 -0.0318
C -2.8617 5.0377 -1.3274
C -1.3591 5.5004 0.7115
C -1.5748 4.3046 1.6150
C -2.7379 4.3969 2.5274
C -4.0544 4.7109 1.7541
C -4.4737 3.4260 1.0432
C -5.2084 5.0175 2.8392
N -3.7972 5.8822 0.8863
O -5.0115 6.3283 0.3859
H -2.3942 8.0733 0.2846
H -1.7066 7.4456 -1.2642
H -3.4333 7.6824 -1.0339
H -2.1139 5.3378 -2.0615
H -2.7500 3.9588 -1.2201
H -3.8399 5.2322 -1.7674
H -0.5325 5.2394 0.0506
H -1.1076 6.3994 1.2743
H -1.7242 3.5115 0.8823
H -0.6152 4.1365 2.1039
H -2.3898 5.1882 3.1912
H -3.0588 3.5619 3.1503
H -3.6923 2.9835 0.4254
H -5.1924 3.7060 0.2731
H -5.1389 2.7430 1.5716
H -4.9909 5.9437 3.3711
H -5.3738 4.2788 3.6233
H -6.1565 5.3081 2.3866
H -5.2352 6.9963 1.0381
C -2.3287 -0.0844 2.0388
C -1.1294 -0.4074 1.1160
C -1.7061 -1.1553 -0.0903
C -0.5924 0.8917 0.6186
C 0.8086 0.8663 -0.0650
C 1.7949 0.1598 0.7998
C 1.3054 -1.2572 1.2386
C 1.4753 -2.3128 0.1094
C 2.2899 -1.6071 2.3625
N 0.0093 -1.1278 1.8208
O -0.3661 -2.2525 2.5961
H -2.0241 0.5272 2.8880
H -3.1457 0.4757 1.5840
H -2.6143 -1.0423 2.4735
H -1.7212 -2.1840 0.2701
H -2.7404 -0.9032 -0.3242
H -1.1128 -0.9257 -0.9753
H -1.2238 1.3072 -0.1668
H -0.6021 1.6727 1.3789
H 0.7504 0.4254 -1.0601
H 1.0541 1.8981 -0.3164
H 2.0647 0.7379 1.6836
H 2.7106 -0.0055 0.2320
H 1.0435 -2.0041 -0.8426
H 1.0246 -3.2497 0.4369
H 2.4809 -2.5664 -0.2258
H 2.0190 -1.0016 3.2274
H 3.2855 -1.3763 1.9837
H 2.2349 -2.6197 2.7623
H -0.2090 -2.0323 3.5172
C -1.5447 1.7739 -3.8245
C -2.7772 1.2415 -4.6535
C -2.2873 0.4032 -5.8844
O -3.5426 0.2775 -3.7870
H -0.8888 0.9884 -3.4492
H -1.9977 2.4177 -3.0706
H -0.9605 2.4460 -4.4531
H -3.4164 2.0788 -4.9336
H -3.1066 -0.2052 -6.2675
H -1.5044 -0.3267 -5.6784
H -1.9197 0.9358 -6.7615
H -3.0076 -0.4891 -3.5687
C -4.7435 1.2994 5.4865
C -5.7355 0.1366 5.1756
C -5.2645 -1.2503 5.3839
O -6.8030 0.3322 6.1445
H -3.8614 1.1473 4.8644
H -4.4230 1.3063 6.5283
H -5.1134 2.2798 5.1863
H -6.0080 0.2776 4.1297
H -5.3809 -1.7130 6.3640
H -4.1988 -1.2710 5.1561
H -5.8776 -1.9480 4.8135
H -7.0726 1.2497 6.0599
C 2.6188 4.8076 -1.8372
C 2.7137 3.4090 -2.6110
C 1.8424 3.2961 -3.9101
O 3.9787 3.4936 -3.1856
H 2.8431 5.5806 -2.5723
H 3.4212 4.9034 -1.1058
H 1.6515 4.9429 -1.3533
H 2.5904 2.5134 -2.0021
H 2.3934 3.5090 -4.8262
H 1.1222 4.1123 -3.8537
H 1.2828 2.3688 -4.0327
H 4.0483 4.3390 -3.6352
O -1.1055 -5.1710 -0.3444
H -1.9832 -5.5477 -0.2810
H -1.0025 -4.6653 0.4618
O -2.7674 -2.3642 -2.5999
H -2.9845 -2.5027 -1.6780
H -2.2059 -3.1050 -2.8281
*
```

---

Entry 4:
Here is a cluster of 2 separate species, C7H10BrN in total from the OMol25 dataset. Energies are from ωB97M-V/def2-TZVPD.

Calculated values
HOMO-LUMO gap ... 10.20 eV
HOMO ... -9.7 eV

```
! RIJCOSX wB97M-V def2-TZVPD def2/J DEFGRID3
* xyz 0 1
C 0.4151 -1.2847 1.9776
C 0.3236 -0.2239 1.1637
C 0.8952 1.0419 1.4581
N 1.3467 2.0430 1.8141
C -0.5263 -0.2121 -0.0522
C -1.3445 -1.3602 -0.6029
C -0.0891 0.6935 -1.2453
C -1.3036 1.0510 -0.3181
H 0.9521 -1.0545 2.8793
H -0.1214 -2.1937 1.8992
H -0.5683 -2.2065 -0.9599
H -1.8605 -0.9603 -1.5160
H -1.9561 -1.7419 0.3112
H -0.3188 0.3047 -2.1927
H 0.6834 1.3922 -1.2246
H -1.2135 1.9955 0.2621
H -2.1830 1.0444 -0.9154
Br 3.2387 0.1120 -1.3872
H 3.6304 1.5595 -1.3509
*
```

---

Entry 5:
Here is a structure of composition C4H7N2 from the OMol25 dataset. Energies are from ωB97M-V/def2-TZVPD.

Calculated values
HOMO-LUMO gap (alpha / beta) ... 6.97 / 6.97 eV
HOMO (alpha / beta) ... -13.8 / -13.8 eV

```
! RIJCOSX wB97M-V def2-TZVPD def2/J DEFGRID3
* xyz 1 1
C -0.4047 -1.9107 -0.3669
C 1.2314 -0.0285 -0.1893
C 0.0885 0.1861 0.5808
C -0.5645 1.5044 0.0420
N 0.7009 -1.7241 -0.9164
N -0.8295 -0.9835 0.4360
H 2.1506 0.4777 -0.3911
H 0.2371 0.3159 1.6586
H -0.7554 1.4234 -1.0239
H 0.0877 2.3515 0.2319
H -1.5056 1.6522 0.5652
H 1.2498 -2.2240 -1.5938
H -1.6862 -1.0404 0.9669
*
```

---

Entry 6:
Here is an isolated molecule of C15H22N2O4 from the OMol25 dataset. Energies are from ωB97M-V/def2-TZVPD.

Calculated values
HOMO-LUMO gap ... 9.77 eV
HOMO ... -9.1 eV

```
! RIJCOSX wB97M-V def2-TZVPD def2/J DEFGRID3
* xyz 0 1
O 1.8346 -2.4131 -2.1228
C 2.3094 -1.4476 -1.5579
C 1.7587 -1.0158 -0.1987
C 2.1746 -2.0139 0.8738
O 3.5948 -1.9865 0.9630
N 0.3190 -0.9964 -0.3232
C -0.4538 -0.2047 0.4605
O 0.0224 0.5231 1.3180
C -1.9384 -0.2736 0.2096
C -2.6316 1.0867 -0.0855
C -3.6994 0.7091 0.9336
C -2.8338 -0.4256 1.4679
C -5.1992 0.6746 0.6701
C -4.6024 1.6135 1.6512
C -4.8507 2.0388 3.0401
C -4.6401 3.0639 1.9222
N 3.2171 -0.5983 -2.1116
C 4.2813 0.1112 -1.3789
C 5.3160 0.3459 -2.4718
C 5.1077 -0.9140 -3.2914
O 3.6924 -1.0047 -3.3784
H 2.0929 -0.0195 0.0870
H 1.7090 -1.7189 1.8176
H 1.8158 -3.0054 0.5814
H 3.8817 -2.6636 1.5817
H -0.0842 -1.6171 -1.0073
H -2.1837 -1.0190 -0.5479
H -2.0174 1.9189 0.2622
H -2.9445 1.2597 -1.1143
H -3.3079 -1.3948 1.6188
H -2.2926 -0.1309 2.3682
H -5.5447 1.0556 -0.2834
H -5.7413 -0.1760 1.0666
H -5.8574 1.9419 3.4273
H -4.0751 1.9259 3.7870
H -3.6990 3.5992 1.9177
H -5.5052 3.6359 1.6140
H 3.8968 1.0314 -0.9425
H 4.6815 -0.5147 -0.5829
H 5.0675 1.2236 -3.0681
H 6.3223 0.4547 -2.0727
H 5.4774 -0.8678 -4.3128
H 5.5295 -1.7916 -2.7872
*
```

---

Entry 7:
Here is a structure of composition C3H3FO2Sr from the OMol25 dataset. Energies are from ωB97M-V/def2-TZVPD.

Calculated values
HOMO-LUMO gap (alpha / beta) ... 4.55 / 5.82 eV
HOMO (alpha / beta) ... -10.4 / -11.9 eV
<S²> ... 0.755

```
! RIJCOSX wB97M-V def2-TZVPD def2/J DEFGRID3
* xyz 1 2
H -1.1667 1.1335 0.0318
F 1.5169 -1.0628 -0.7119
O 0.7978 0.6184 0.5598
O -1.0043 -0.6402 0.2859
C 0.7973 0.1332 -0.7641
C -0.6956 -0.0072 -0.9468
C -0.4063 0.2652 1.1296
H 1.3283 0.8281 -1.4197
H -1.0350 -0.6196 -1.7822
Sr -0.1324 -0.6485 3.6177
*
```

---

Number 1: E_tot -118332.2992 eV. Number 2: E_tot -44882.4402 eV. Number 3: E_tot -59554.0539 eV. Number 4: E_tot -78951.0142 eV. Number 5: E_tot -7229.5689 eV. Number 6: E_tot -27078.6358 eV. Number 7: E_tot -10794.5333 eV.